*1*
{
  "formula": "C3H16NO3",
  "method": "ωB97M-V/def2-TZVPD",
  "total_charge": 1,
  "multiplicity": 1,
  "lumo_energy_ha": -0.097,
  "symbols": ["C", "C", "N", "C", "H", "H", "H", "H", "H", "H", "H", "H", "H", "H", "H", "H", "O", "H", "H", "O", "H", "H", "O"],
  "xyz": [[-2.343, 1.711, 0.950], [-1.566, 1.277, -0.270], [-0.413, 0.354, 0.079], [0.273, 0.086, -1.211], [-1.870, 2.527, 1.491], [-3.363, 2.016, 0.682], [-2.591, 0.902, 1.648], [-2.257, 0.782, -0.961], [-1.116, 2.133, -0.780], [-0.782, -0.514, 0.461], [0.252, 0.760, 0.749], [-0.222, -0.728, -1.737], [1.342, -0.142, -1.126], [0.293, 0.926, -1.912], [1.296, -2.557, -0.207], [0.867, -2.731, 1.234], [0.708, -2.170, 0.473], [1.969, 1.257, 2.712], [1.778, 2.389, 1.858], [1.666, 1.422, 1.800], [2.697, -2.991, -1.770], [1.627, -3.805, -2.249], [1.753, -2.902, -1.914]]
}

*2*
{
  "formula": "C3H16NO3",
  "method": "ωB97M-V/def2-TZVPD",
  "total_charge": 1,
  "multiplicity": 1,
  "lumo_energy_ha": -0.103,
  "symbols": ["C", "C", "C", "N", "H", "H", "H", "H", "H", "H", "H", "H", "H", "H", "H", "H", "O", "H", "H", "O", "H", "H", "O"],
  "xyz": [[0.644, 0.202, -1.390], [-0.905, 0.198, -1.411], [-1.231, 0.167, -2.994], [1.150, 0.296, 0.001], [0.986, -0.749, -1.830], [0.918, 1.206, -1.878], [-1.481, 1.059, -1.086], [-1.509, -0.718, -1.041], [-1.936, -0.676, -3.194], [-1.695, 1.124, -3.264], [-0.447, -0.036, -3.670], [1.955, -0.419, 0.091], [1.389, 1.264, 0.238], [0.410, 0.101, 0.675], [-1.312, 0.128, 2.439], [-0.148, -0.784, 2.881], [-0.370, -0.171, 2.253], [4.088, -1.692, -0.443], [3.129, -2.127, 0.933], [3.257, -1.666, 0.060], [-2.867, 1.984, 2.742], [-3.116, 0.640, 3.048], [-2.569, 1.114, 2.453]]
}

The most stable of them is *1*.